Density functional theory data (wB97M-V/def2-TZVPD) for a 2-piece molecular cluster, C2H3Cl2NOS overall in a non-equilibrium geometry.

Computed properties:
- Max |F|: 4.056 eV Å⁻¹
- E_HOMO (alpha / beta): -9.692 / -9.693 eV
- Kohn-Sham gap (alpha / beta): 8.49 / 8.49 eV
- ΔE to the lowest compared entry with this formula, charge and spin: 1.623 eV

```
! wB97M-V def2-TZVPD RIJCOSX def2/J DEFGRID3
* xyz 0 1
C 1.084 0.736 -0.872
C -0.448 0.069 0.857
N 0.230 -0.153 -0.326
O 1.520 1.760 -0.520
S -0.938 -1.388 1.717
Cl 1.630 0.045 -2.339
Cl -2.453 1.240 0.086
H -0.354 0.929 1.452
H 0.379 -1.076 -0.564
H -0.649 -2.162 0.509
*
```

Density functional theory data (wB97M-V/def2-TZVPD) for C2H3Cl2NSi as an isolated structure in a non-equilibrium geometry.

Computed properties:
- Max |F|: 5.506 eV Å⁻¹
- E_HOMO: -11.766 eV
- Kohn-Sham gap: 11.72 eV
- ΔE to the lowest compared entry with this formula, charge and spin: 2.061 eV

```
! wB97M-V def2-TZVPD RIJCOSX def2/J DEFGRID3
* xyz 0 1
C -1.841 0.633 -0.113
C -0.396 -0.560 -0.552
N -2.711 1.240 0.323
Si 1.059 -0.068 0.524
Cl 1.647 1.764 -0.177
Cl 2.606 -1.374 -0.002
H -0.370 -0.235 -1.667
H -1.037 -1.496 -0.269
H 1.043 0.096 1.933
*
```

Density functional theory data (wB97M-V/def2-TZVPD) for C2H3Cl2O2P as an isolated structure in a non-equilibrium geometry.

Computed properties:
- Max |F|: 3.455 eV Å⁻¹
- E_HOMO: -8.161 eV
- Kohn-Sham gap: 8.65 eV
- ΔE to the lowest compared entry with this formula, charge and spin: 3.777 eV

```
! wB97M-V def2-TZVPD RIJCOSX def2/J DEFGRID3
* xyz 0 1
C -2.728 0.681 0.522
C -0.076 1.600 -0.099
O -1.789 -0.162 1.029
O -2.816 0.989 -0.610
P -0.318 -0.100 0.320
Cl -3.880 1.065 1.629
Cl -0.213 2.483 1.400
H 0.854 1.587 -0.729
H 0.154 -1.100 1.120
H -0.399 -0.613 -0.956
*
```

Density functional theory data (wB97M-V/def2-TZVPD) for C2H3ClF12O6P2Zn as an isolated structure in a non-equilibrium geometry.

Computed properties:
- Expectation value of S²: 0.760
- Max |F|: 5.117 eV Å⁻¹
- E_HOMO (alpha / beta): -8.390 / -8.190 eV
- Kohn-Sham gap (alpha / beta): 10.07 / 4.05 eV

```
! wB97M-V def2-TZVPD RIJCOSX def2/J DEFGRID3
* xyz -1 2
Zn 0.494 -0.210 0.199
C -0.171 -4.189 -0.148
C 0.066 -2.673 0.117
O 0.647 -2.161 1.107
O -0.374 -1.909 -0.749
H -1.195 -4.452 0.115
H 0.488 -4.887 0.370
H -0.082 -4.342 -1.223
Cl 3.332 0.744 -0.026
O 2.342 0.273 -0.940
O 2.811 0.188 1.199
O 4.587 0.163 -0.337
O 3.314 2.173 -0.096
P -0.867 1.253 2.286
F 0.287 1.614 1.231
F -0.469 2.629 3.043
F -1.846 2.131 1.302
F -2.093 0.930 3.330
F -1.120 -0.107 1.445
F 0.246 0.390 3.106
P -1.468 1.797 -2.203
F -0.144 2.197 -3.064
F -1.434 0.449 -3.077
F -0.531 1.112 -0.984
F -2.762 1.205 -1.312
F -1.622 3.251 -1.346
F -2.437 2.432 -3.345
*
```

Density functional theory data (wB97M-V/def2-TZVPD) for a 2-piece molecular cluster, C2H3ClF2O overall in a non-equilibrium geometry.

Computed properties:
- Max |F|: 4.282 eV Å⁻¹
- E_HOMO: -9.055 eV
- Kohn-Sham gap: 8.34 eV
- ΔE to the lowest compared entry with this formula, charge and spin: 4.045 eV

```
! wB97M-V def2-TZVPD RIJCOSX def2/J DEFGRID3
* xyz 0 1
C 1.020 1.020 0.359
C -0.975 -1.072 -0.448
O -0.142 0.533 0.916
F -0.363 -2.176 -0.032
F -0.585 -0.643 -1.605
Cl -2.572 -0.936 -0.046
H 0.658 1.357 -0.629
H 1.637 0.100 0.441
H 1.320 1.818 1.045
*
```

Density functional theory data (wB97M-V/def2-TZVPD) for a 2-piece molecular cluster, C2H3ClF2O overall in a non-equilibrium geometry.

Computed properties:
- Max |F|: 5.264 eV Å⁻¹
- E_HOMO: -9.023 eV
- Kohn-Sham gap: 9.64 eV
- ΔE to the lowest compared entry with this formula, charge and spin: 2.956 eV

```
! wB97M-V def2-TZVPD RIJCOSX def2/J DEFGRID3
* xyz 0 1
C -0.181 -0.730 0.073
C 0.670 1.192 -0.042
O -0.560 -1.826 -0.601
F 0.437 1.623 1.162
F 0.047 1.923 -0.903
Cl -1.382 -0.261 1.300
H 0.758 -1.196 0.502
H 1.670 0.984 -0.342
H -1.459 -1.709 -1.149
*
```

Density functional theory data (wB97M-V/def2-TZVPD) for C2H3ClF2O as an isolated structure in a non-equilibrium geometry.

Computed properties:
- Max |F|: 4.102 eV Å⁻¹
- E_HOMO: -10.503 eV
- Kohn-Sham gap: 11.35 eV
- ΔE to the lowest compared entry with this formula, charge and spin: 1.675 eV

```
! wB97M-V def2-TZVPD RIJCOSX def2/J DEFGRID3
* xyz 0 1
C -0.164 0.874 -0.061
C -0.839 -1.442 1.032
O -1.208 0.031 0.099
F -1.753 -2.282 0.712
F -0.951 -1.062 2.268
Cl 0.637 1.184 1.531
H 0.557 0.464 -0.672
H -0.437 1.926 -0.314
H 0.195 -1.922 0.727
*
```

Density functional theory data (wB97M-V/def2-TZVPD) for a 2-piece molecular cluster, C2H3ClF2OS overall in a non-equilibrium geometry.

Computed properties:
- Max |F|: 2.216 eV Å⁻¹
- E_HOMO: -9.297 eV
- Kohn-Sham gap: 9.54 eV
- ΔE to the lowest compared entry with this formula, charge and spin: 0.000 eV

```
! wB97M-V def2-TZVPD RIJCOSX def2/J DEFGRID3
* xyz 0 1
C 0.553 1.029 -0.071
C -0.565 1.091 0.602
O 2.795 -1.972 -1.201
F -0.762 0.293 1.671
F -1.595 1.869 0.450
S 2.861 -1.494 0.369
Cl 4.798 -1.123 0.427
H 0.725 1.681 -0.884
H 2.787 -1.232 -1.775
H 1.404 0.479 0.110
*
```